Here is a molecular structure, C30H35F6FeGeN2O4PSb at a distorted geometry from the Open Molecules 2025 dataset. Energies are from ωB97M-V/def2-TZVPD.

Geometry as XYZ:
```
81
Properties=species:S:1:pos:R:3:forces:R:3
Fe 0.02805 0.18761 0.25116 -0.6200 -1.2857 0.7886
O 3.43554 -0.30830 6.17410 0.0441 0.0069 0.0028
C 3.59435 -1.32977 5.21596 -0.0754 -0.0314 -0.0101
C 2.77865 -0.97860 4.00520 0.0145 0.0088 0.0058
C 2.97293 -1.63655 2.80011 -0.0251 -0.0259 -0.0810
C 2.22816 -1.26301 1.70302 0.0888 -0.0053 0.0989
N 1.30710 -0.30059 1.75538 0.0180 0.1943 -0.0077
C 1.04406 0.28489 2.94270 0.0567 -0.0086 0.0294
C 1.78521 -0.00974 4.06984 -0.0006 0.0014 -0.0250
C -0.12784 1.18677 2.95879 -0.0116 0.0287 0.0906
C -0.54477 1.90605 4.05988 0.0046 0.0145 -0.0628
C -1.71041 2.66329 3.96819 0.0220 0.0129 0.0249
C -2.16992 3.50121 5.13801 0.0177 0.0100 -0.0323
O -1.60977 3.08992 6.36339 0.0118 -0.0122 0.0003
C -2.41782 2.65029 2.77621 -0.0220 -0.0108 -0.1062
C -1.94707 1.90473 1.70960 -0.0113 0.1414 0.0573
N -0.81692 1.20393 1.80687 0.0335 -0.0951 -0.0868
H 4.01117 -0.48048 6.92500 -0.0232 -0.0169 0.0191
H 3.23749 -2.29511 5.59633 0.0186 -0.0075 -0.0115
H 4.63904 -1.45853 4.91564 0.0025 0.0427 0.0108
H 3.69642 -2.43404 2.69974 0.0242 0.0170 0.0073
H 2.38707 -1.74179 0.74960 -0.0062 0.0009 0.0036
H 1.59237 0.49035 5.00587 -0.0029 -0.0068 0.0102
H 0.00843 1.89945 4.98702 -0.0027 -0.0106 0.0111
H -3.26251 3.52417 5.16762 0.0075 -0.0179 0.0046
H -1.83483 4.52735 4.96757 -0.0125 -0.0010 0.0072
H -2.13777 2.37487 6.73239 -0.0087 0.0143 0.0213
H -3.33059 3.21835 2.65475 -0.0139 -0.0134 0.0224
H -2.46804 1.86615 0.76029 0.0200 0.0360 0.0698
O 0.34867 -3.56013 1.43506 0.0248 -0.0723 -0.0667
C -0.15039 -2.91884 0.53823 0.0387 0.1976 0.1991
O -0.68124 -1.73258 0.65185 -0.0377 0.0056 -0.0483
C -0.16852 -3.43624 -0.91170 -0.0744 0.0524 0.2127
P -0.56144 -1.96594 -1.87339 0.2683 -0.0318 -0.5261
C -0.08436 -2.18035 -3.60636 0.3238 -0.1707 0.1757
C -0.36725 -1.16124 -4.51851 0.0632 0.0077 -0.0547
C 0.08599 -1.25926 -5.82208 0.0156 -0.0193 -0.0171
C 0.84038 -2.35694 -6.22135 0.0079 0.0355 -0.0208
C 1.14595 -3.35651 -5.31344 0.0110 -0.0072 0.0242
C 0.69009 -3.26671 -4.00460 -0.1019 -0.0924 -0.0258
C -2.36044 -1.73705 -1.90496 0.0550 0.1594 0.0893
C -3.13425 -1.35326 -0.80646 0.0071 0.0621 -0.0103
C -4.50986 -1.27902 -0.91801 -0.0055 0.0117 0.0022
C -5.14029 -1.59802 -2.11121 0.0026 0.0048 -0.0190
C -4.38509 -2.01357 -3.19351 -0.0156 -0.0053 -0.0011
C -3.00465 -2.08204 -3.09624 -0.0063 -0.0179 -0.0435
H -0.94186 -4.19356 -1.04495 0.0236 -0.0246 0.0303
H 0.80091 -3.86395 -1.16353 -0.0294 -0.0246 -0.0302
H -0.95382 -0.30233 -4.22481 -0.1054 0.1056 0.0863
H -0.15638 -0.47802 -6.52992 0.0161 0.0096 0.0020
H 1.19330 -2.42786 -7.24161 -0.0097 -0.0030 -0.0030
H 1.73751 -4.20893 -5.61889 -0.0077 -0.0061 -0.0002
H 0.92707 -4.06354 -3.31163 -0.0064 0.0015 -0.0115
H -2.67050 -1.11016 0.13226 0.0202 0.0022 0.0110
H -5.09210 -0.95668 -0.06542 -0.0001 -0.0090 0.0041
H -6.21583 -1.52026 -2.19630 -0.0058 -0.0162 0.0050
H -4.86174 -2.27724 -4.12757 -0.0077 0.0021 -0.0011
H -2.44985 -2.40598 -3.96270 0.0030 0.0000 0.0204
F -1.28138 0.76193 -0.78720 -0.0707 0.2307 -0.1762
Sb -1.88586 2.72494 -2.24231 -0.3634 -0.1123 0.1556
F 0.34286 2.09944 -2.07640 0.3415 -0.4597 0.3187
F -1.41745 3.88491 -0.74709 -0.0385 0.0232 0.1547
F -2.84579 4.07222 -3.16903 0.0167 0.0230 -0.0626
F -3.37236 2.19155 -1.17953 0.0142 0.0997 -0.1300
F -2.31687 1.28295 -3.47428 0.0944 -0.1614 -0.1020
C 3.50191 1.17111 0.32675 -0.2565 -0.5595 0.1528
Ge 2.05705 1.83861 -0.83855 0.5917 1.3139 -1.1333
C 1.45131 3.44970 0.04111 0.0270 -0.0574 0.1470
C 2.98707 1.78209 -2.54147 0.0518 0.0264 0.0451
C 0.76594 -0.78184 -1.35880 -0.7717 0.0469 -0.2928
H 4.29453 1.86251 0.02273 -0.0304 0.0379 -0.0408
H 3.83611 0.16125 0.10181 0.0805 0.0042 -0.0133
H 3.32619 1.27546 1.39352 -0.0136 0.0450 0.0009
H 2.32426 4.10598 -0.04414 -0.0200 0.0714 0.0928
H 1.24433 3.28962 1.09952 0.0746 0.0005 0.0205
H 0.58709 3.88844 -0.43973 0.0880 0.0504 0.0070
H 3.75206 2.56244 -2.49338 0.0132 -0.0185 -0.0427
H 2.33533 1.96939 -3.38541 -0.0277 0.0121 -0.0316
H 3.49934 0.82619 -2.65417 0.0004 0.0045 -0.0156
H 1.61656 -1.43351 -1.14893 0.0679 0.1105 0.0295
H 0.94997 -0.16203 -2.23345 0.1152 0.1299 0.0710
```
Positions in Å, forces in eV/Å.

Computed properties:
Total charge ... +1
2S+1 ... 5
Gap between HOMO and LUMO (spin up / spin down) ... 5.9 / 7.3 eV
Energy relative to the best compared isomer or geometry (same formula, charge and spin) ... 114.53 kJ/mol
Max |F| ... 0.03565 Eh/bohr
Electronic energy ... -165879.0214 eV